The following is a DFT calculation (ωB97M-V with the def2-TZVPD basis set) of a molecular structure, C37H40NO2P3Pd at a distorted geometry.

Structure (ORCA input):
```
! RIJCOSX wB97M-V def2-TZVPD def2/J DEFGRID3
* xyz 2 1
Pd -0.8819 -0.2672 -0.0756
O 2.0260 -2.0341 -0.5181
N 2.2614 -0.6534 -0.3166
C 3.1853 -0.1901 -1.0435
C 3.3479 1.2568 -1.0149
C 4.4688 1.8502 -1.5829
C 4.6048 3.2274 -1.5954
C 3.6023 4.0161 -1.0540
C 2.4685 3.4327 -0.5028
C 2.3259 2.0473 -0.4660
P 0.8412 1.3341 0.3408
C 1.2234 0.8513 2.0896
C 2.4205 1.5113 2.7257
C 3.0751 0.9190 3.7269
C 2.5997 -0.3207 4.3512
C 1.3075 -0.5300 4.6183
C 0.2676 0.5418 4.4064
C -0.2751 2.8031 0.3482
C -0.9798 2.9231 -0.8334
C -1.9234 3.9272 -1.0089
C -2.1459 4.8336 0.0178
C -1.4056 4.7543 1.1896
C -0.4586 3.7513 1.3562
H 1.3252 -2.0279 -1.1834
H 3.7862 -0.8172 -1.6997
H 5.2391 1.2204 -2.0125
H 5.4830 3.6830 -2.0323
H 3.6898 5.0945 -1.0658
H 1.6952 4.0755 -0.1089
H 2.7938 2.4365 2.3015
H 3.9982 1.3521 4.0969
H 3.3376 -1.0625 4.6357
H 1.0052 -1.4551 5.0949
H -0.6424 0.3312 4.9692
H -0.7659 2.2256 -1.6380
H -2.4704 4.0139 -1.9386
H -2.8835 5.6163 -0.1008
H -1.5535 5.4837 1.9757
H 0.1393 3.7258 2.2600
C -3.5139 -2.6800 -0.3610
P -1.7673 -2.3660 0.0166
C -0.8721 -3.5691 -1.0000
C -1.5687 -2.8682 1.7518
C -1.6668 -4.1982 2.1486
C -1.7634 -4.5149 3.4957
C -1.8171 -3.5018 4.4441
C -1.7127 -2.1743 4.0573
C -1.5440 -1.8510 2.7139
P -1.3484 -0.1538 2.1057
C -2.8903 0.7096 2.4966
C -0.0616 0.8651 2.9379
H -3.7886 -3.6876 -0.0465
H -3.6813 -2.5829 -1.4347
H -4.1408 -1.9583 0.1597
H -1.3589 -4.5416 -0.9089
H 0.1565 -3.6633 -0.6536
H -0.8947 -3.2763 -2.0495
H -1.6794 -4.9915 1.4106
H -1.8241 -5.5500 3.8041
H -1.9391 -3.7474 5.4908
H -1.7601 -1.4010 4.8126
H -3.0063 0.7935 3.5792
H -3.7419 0.1655 2.0915
H -2.8523 1.7114 2.0647
H 0.6675 1.4725 4.8188
H -0.5325 1.8487 2.9223
H 1.4698 -0.2107 1.9832
C -2.2755 -0.0030 -3.1710
C -0.8857 -0.5556 -3.1691
O -0.2351 -0.5889 -2.1091
C -0.2758 -1.0376 -4.4137
C 0.9990 -1.6162 -4.3826
C 1.5816 -2.0795 -5.5449
C 0.9031 -1.9588 -6.7541
C -0.3555 -1.3757 -6.7996
C -0.9467 -0.9199 -5.6346
H -2.6499 0.0705 -2.1516
H -2.9506 -0.6054 -3.7760
H -2.2604 1.0014 -3.6025
H 1.5300 -1.6937 -3.4447
H 2.5632 -2.5328 -5.5171
H 1.3606 -2.3202 -7.6658
H -0.8757 -1.2784 -7.7426
H -1.9269 -0.4653 -5.6849
*
```

## Properties
HOMO level   -0.499 Eh
E_tot   -2790.610271 a.u.
Energy relative to the best compared isomer or geometry (same formula, charge and spin)   0.0 kJ/mol